A molecular structure, C14H18FeN3O2S5, computed with the ωB97M-V functional and the def2-TZVPD basis.

Geometry as XYZ:
```
43
Properties=species:S:1:pos:R:3:mulliken_charge:R:1
Fe 0.439 0.698 1.095 0.0111
S -2.297 4.279 -4.546 -0.4469
C -1.722 3.125 -3.312 -0.0203
S -3.400 1.688 -2.277 -0.3377
C -1.322 1.551 -0.075 0.1400
C 0.113 2.784 -1.528 0.2746
S 1.463 2.245 -0.741 -0.3529
S 0.082 3.468 -3.121 -0.2565
S -1.647 1.670 1.727 -0.4850
C 2.131 -0.871 5.927 -0.8130
O 2.553 -0.165 4.754 -0.3299
C 1.778 -0.134 3.667 0.7340
O 2.024 0.633 2.771 -0.5743
N 0.824 -1.091 3.521 -0.1107
N 0.102 -1.063 2.325 -0.4626
H 2.769 -0.513 6.715 0.2464
H 2.270 -1.973 5.850 0.2966
H 1.079 -0.678 6.124 0.3885
H 0.609 -1.745 4.240 0.2200
H -0.906 -0.836 2.466 0.3496
H 0.224 -1.901 1.798 0.2136
C -0.594 -2.680 -0.796 -1.2824
N 0.636 -1.942 -0.867 0.4027
C 1.726 -2.896 -1.033 -1.1561
C 0.597 -1.028 -2.024 -1.4927
C -0.551 0.018 -1.929 1.0772
C -1.000 0.491 -3.093 -1.1157
C -2.002 1.549 -3.477 -0.5560
C -2.334 3.135 -1.925 -0.3993
C -1.261 2.814 -0.865 -0.2262
C -0.913 0.331 -0.545 -0.0072
H -0.695 -3.405 -1.647 0.4056
H -1.450 -2.045 -0.775 0.3176
H -0.640 -3.291 0.114 0.4354
H 1.493 -3.674 -1.795 0.3827
H 1.971 -3.380 -0.087 0.2612
H 2.586 -2.315 -1.348 0.3663
H 0.537 -1.577 -2.946 0.5214
H 1.514 -0.427 -2.038 0.3800
H -0.447 0.111 -3.965 0.2529
H -2.251 1.358 -4.522 0.5221
H -2.907 3.994 -1.628 0.5271
H -1.184 3.690 -0.189 0.6985
```

Its expectation value of S² is 6.045. As for the net charge: -1. As for the spin multiplicity: 5. The LUMO energy (spin up / spin down) comes out at 1.63 / 1.62 eV. For the HOMO-LUMO gap (spin up / spin down), the calculation gives 0.183 / 0.183 hartree.